1.
Computed, not measured: 2 unconnected molecules or ions with the total composition C30H48BrF8N5O7P, with the ωB97M-V functional and the def2-TZVPD basis.

Geometry as XYZ:
```
100
Properties=species:S:1:pos:R:3:mulliken_charge:R:1
C 4.49 -0.92 2.22 -1.156
C 3.55 -2.07 2.12 0.677
O 3.92 -3.19 1.91 -0.411
N 2.12 -1.88 2.35 -0.362
C 1.58 -1.95 3.67 0.474
C 0.31 -2.72 3.91 -1.113
O 2.17 -1.41 4.56 -0.488
N 1.25 -1.46 1.31 1.308
C 0.98 0.04 1.43 -0.818
F 2.06 0.62 2.02 -0.438
C 0.63 0.74 0.11 -0.559
P 1.02 2.62 0.21 0.784
O -0.02 2.96 1.44 -0.540
O 0.25 3.08 -1.14 -0.528
N 1.15 0.09 -1.06 0.593
C 2.54 0.64 -1.27 -1.842
C 3.78 0.00 -1.91 0.125
C 4.98 0.83 -1.38 -1.218
Br 3.88 0.19 -3.86 -0.081
C 0.74 -1.33 -1.14 0.655
C -0.79 -1.38 -0.78 -2.229
C -1.71 -2.56 -1.08 0.040
C -3.06 -2.31 -0.36 -1.749
N -3.86 -1.28 -1.00 0.009
C -5.19 -1.74 -1.41 -1.200
C -6.08 -2.27 -0.29 0.713
C -6.84 -3.41 -0.53 -0.797
C -7.66 -3.96 0.43 -0.711
C -7.76 -3.37 1.67 -0.394
C -7.01 -2.24 1.93 -0.403
C -6.19 -1.69 0.97 0.503
O -5.45 -0.54 1.30 -0.605
C 0.94 -1.97 -2.52 0.825
F 2.26 -2.26 -2.70 -0.306
F 0.34 -3.20 -2.57 -0.294
C 0.45 -1.20 -3.81 0.493
F 0.61 0.13 -3.70 -0.241
F 1.21 -1.64 -4.82 -0.333
C -1.03 -1.40 -4.29 0.448
F -1.88 -0.78 -3.49 -0.216
F -1.10 -0.80 -5.49 -0.287
F -1.36 -2.67 -4.45 -0.230
C 1.59 -2.06 -0.04 -0.327
C 1.41 -3.59 0.07 -0.838
C 2.53 -4.43 -0.60 -0.688
N 2.89 -5.59 0.21 -0.693
H 5.51 -1.28 2.10 0.414
H 4.24 -0.11 1.54 0.152
H 4.41 -0.52 3.24 0.337
H 0.54 -3.51 4.61 0.387
H -0.16 -3.11 3.00 0.246
H -0.38 -2.04 4.41 0.358
H 0.35 -1.90 1.53 0.722
H 0.16 0.13 2.14 0.385
H -0.47 0.82 0.10 1.122
H -0.94 2.79 1.19 0.330
H -0.64 2.71 -1.24 0.343
H 2.93 0.88 -0.28 0.700
H 2.43 1.58 -1.82 0.820
H 4.01 -1.02 -1.64 0.069
H 5.82 0.80 -2.06 0.469
H 5.29 0.39 -0.42 0.298
H 4.68 1.86 -1.16 0.319
H -1.23 -0.50 -1.25 0.486
H -0.94 -1.20 0.29 0.884
H -1.38 -3.53 -0.71 0.470
H -1.96 -2.71 -2.12 0.074
H -3.59 -3.27 -0.36 0.850
H -2.88 -2.08 0.70 0.226
H -3.95 -0.48 -0.40 0.378
H -5.04 -2.55 -2.12 0.367
H -5.70 -0.93 -1.94 0.446
H -6.77 -3.91 -1.49 0.346
H -8.21 -4.86 0.19 0.396
H -8.40 -3.76 2.45 0.390
H -7.05 -1.76 2.91 0.429
H -5.99 0.23 1.10 0.328
H 2.63 -1.91 -0.31 0.017
H 0.47 -3.92 -0.38 -0.126
H 1.38 -3.91 1.11 0.770
H 2.14 -4.81 -1.54 0.373
H 3.39 -3.80 -0.87 0.329
H 2.79 -5.39 1.20 0.276
H 3.88 -5.79 0.09 0.285
C 2.31 9.53 0.77 -0.669
O 0.96 9.22 1.09 -0.366
C 0.25 8.65 0.01 -0.659
C 0.10 7.15 0.18 -0.397
O 1.35 6.48 0.08 -0.363
C 1.88 6.11 1.33 -0.725
H 2.81 9.81 1.70 0.241
H 2.83 8.68 0.33 0.279
H 2.36 10.38 0.08 0.329
H 0.73 8.87 -0.94 0.341
H -0.75 9.10 0.00 0.382
H -0.54 6.77 -0.62 0.364
H -0.38 6.93 1.13 0.340
H 1.30 5.29 1.77 0.221
H 1.91 6.94 2.03 0.400
H 2.90 5.75 1.16 0.261
```

Output
Net charge: +1
LUMO energy: -3.02 eV
HOMO energy: -0.39628 Ha



2.
Computed, not measured: a molecular structure, C30H48N2O2RhSe, with the ωB97M-V functional and the def2-TZVPD basis.

Geometry as XYZ:
```
84
Properties=species:S:1:pos:R:3:nbo_charge:R:1
Rh 2.79 -0.29 -1.53 1.124
C -4.55 -1.63 -2.10 -0.609
C -3.86 -2.73 -1.30 -0.106
C -4.46 -2.78 0.12 -0.593
C -4.11 -4.08 -2.01 -0.594
C -2.37 -2.50 -1.18 0.142
C -1.73 -1.37 -1.71 -0.243
C -0.38 -1.22 -1.59 -0.205
Se 0.44 0.35 -2.37 0.412
C 0.15 1.56 -0.88 -0.262
C -1.07 2.22 -0.81 -0.232
C -1.32 3.11 0.22 -0.045
C -0.29 3.30 1.15 -0.148
C 0.94 2.67 1.12 0.025
C 1.19 1.76 0.05 0.283
O 2.35 1.14 -0.07 -0.770
C 2.00 2.94 2.19 -0.100
C 3.26 3.55 1.55 -0.597
C 1.49 3.92 3.24 -0.607
C 2.36 1.63 2.92 -0.604
C -2.63 3.86 0.36 -0.062
C -2.36 5.37 0.34 -0.600
C -3.61 3.54 -0.77 -0.601
C -3.29 3.47 1.70 -0.599
C 0.46 -2.23 -0.98 0.468
O 1.72 -2.11 -1.02 -0.627
C -0.21 -3.37 -0.36 -0.004
C -1.57 -3.45 -0.51 -0.169
C 0.48 -4.46 0.46 -0.089
C 1.99 -4.31 0.68 -0.596
C -0.18 -4.49 1.86 -0.594
C 0.24 -5.81 -0.24 -0.593
H -5.62 -1.84 -2.16 0.229
H -4.16 -1.57 -3.12 0.214
H -4.44 -0.65 -1.62 0.212
H -5.54 -2.90 0.04 0.225
H -4.26 -1.85 0.65 0.217
H -4.07 -3.61 0.70 0.209
H -5.18 -4.24 -2.12 0.225
H -3.70 -4.92 -1.45 0.209
H -3.65 -4.08 -3.00 0.216
H -2.29 -0.61 -2.23 0.241
H -1.81 2.03 -1.58 0.220
H -0.48 4.00 1.96 0.210
H 3.01 4.49 1.04 0.210
H 3.71 2.87 0.83 0.207
H 4.00 3.77 2.32 0.210
H 1.26 4.90 2.80 0.210
H 2.27 4.08 3.99 0.219
H 0.61 3.54 3.75 0.211
H 2.76 0.89 2.23 0.218
H 1.47 1.21 3.40 0.210
H 3.11 1.83 3.69 0.208
H -1.87 5.66 -0.59 0.212
H -1.73 5.68 1.17 0.208
H -3.30 5.92 0.42 0.214
H -3.19 3.81 -1.74 0.209
H -4.53 4.11 -0.63 0.220
H -3.87 2.48 -0.78 0.200
H -2.67 3.76 2.55 0.209
H -3.45 2.39 1.74 0.208
H -4.26 3.97 1.79 0.213
H -2.07 -4.30 -0.07 0.217
H 2.23 -3.36 1.17 0.212
H 2.54 -4.38 -0.25 0.216
H 2.32 -5.12 1.33 0.214
H -0.05 -3.53 2.36 0.216
H 0.29 -5.27 2.46 0.222
H -1.25 -4.70 1.80 0.205
H 0.67 -5.80 -1.24 0.215
H -0.82 -6.05 -0.31 0.206
H 0.73 -6.61 0.33 0.222
N 4.97 -0.75 -0.76 -0.856
C 5.78 0.46 -0.94 -0.236
C 5.63 0.97 -2.37 -0.233
N 4.22 1.27 -2.65 -0.852
H 4.97 -1.04 0.21 0.400
H 5.34 -1.52 -1.31 0.383
H 6.84 0.28 -0.73 0.206
H 5.41 1.21 -0.24 0.214
H 5.96 0.19 -3.06 0.198
H 6.27 1.84 -2.51 0.210
H 4.07 1.41 -3.64 0.396
H 3.94 2.13 -2.19 0.397
```

Output
Net charge: +1
Energy above the lowest of the compared OMol25 structures with the same formula, charge and spin: 0.0 kJ/mol
Spin multiplicity: 5
⟨S²⟩: 6.04
LUMO energy (spin up / spin down): -2.16 / -5.16 eV
HOMO energy (spin up / spin down): -0.37340 / -0.36991 Ha



3.
Computed, not measured: 2 unconnected molecules or ions with the total composition C30H49N4O6S2, with the ωB97M-V functional and the def2-TZVPD basis.

Geometry as XYZ:
```
91
Properties=species:S:1:pos:R:3:mulliken_charge:R:1
C -0.02 6.75 -0.21 -1.052
C 1.37 5.94 -0.51 0.138
O 1.33 5.34 -1.82 -0.344
C 2.61 4.68 -2.13 -0.777
C 2.21 3.10 -2.34 -0.301
O 1.43 2.72 -1.23 0.007
C 1.16 1.26 -1.05 0.205
C 2.41 0.89 -0.15 -1.275
C 2.94 -0.49 0.35 -0.038
C 4.25 -1.02 -0.51 -1.289
O 2.13 -1.67 0.52 0.091
C 2.30 -2.11 1.90 -0.593
C 1.49 -3.42 2.31 0.284
C 0.59 -3.31 3.63 -0.464
C -0.23 -4.48 4.23 -0.558
C -0.21 -5.88 3.53 -0.458
C 0.65 -6.00 2.22 -0.500
C 1.51 -4.81 1.62 -0.236
C 1.27 0.52 -2.47 -0.872
O 2.58 0.11 -2.90 -0.451
C 0.48 -0.91 -2.30 -1.153
C -1.00 -0.83 -1.71 0.714
N -1.81 -0.36 -2.93 -0.388
C -1.53 -2.36 -1.63 -0.749
C -0.76 -3.49 -2.47 -0.842
C 0.39 -4.26 -1.58 0.154
S -0.22 -6.00 -1.18 -0.246
N -1.22 0.05 -0.48 1.546
C -0.70 -0.60 0.81 1.313
C -1.56 -0.44 2.16 -0.870
C -2.61 0.53 -0.38 -0.773
C -3.74 -0.77 -0.11 0.488
C -4.89 -0.93 -1.32 -0.817
O -5.17 -0.34 0.15 -0.503
C -0.35 1.34 -0.50 -0.196
S -1.07 2.57 -1.83 -0.161
N -0.67 2.24 0.61 -0.185
C 0.10 2.53 1.56 0.689
O 0.88 2.48 2.55 -0.546
H -0.94 6.22 -0.69 0.204
H -0.26 6.78 0.93 0.318
H 0.04 7.84 -0.59 0.318
H 1.45 5.17 0.36 -0.011
H 2.23 6.69 -0.35 0.340
H 3.06 5.11 -3.09 0.293
H 3.29 4.74 -1.21 0.369
H 3.23 2.57 -2.50 0.243
H 1.69 3.08 -3.39 0.259
H 2.46 1.64 0.74 0.362
H 3.34 1.28 -0.76 0.180
H 3.44 -0.31 1.39 0.508
H 4.88 -1.75 0.14 0.373
H 3.91 -1.63 -1.43 0.158
H 4.96 -0.16 -0.79 0.378
H 3.42 -2.34 2.13 0.518
H 1.89 -1.25 2.56 0.376
H 0.57 -2.31 4.21 0.320
H -0.83 -4.34 5.21 0.321
H -0.81 -6.75 3.99 0.337
H 0.64 -7.03 1.70 0.389
H 2.15 -4.95 0.67 0.384
H 0.76 1.04 -3.35 0.854
H 2.79 0.61 -3.74 0.488
H 1.20 -1.67 -1.85 -0.259
H 0.39 -1.22 -3.42 0.684
H -1.27 0.31 -3.49 0.371
H -1.93 -1.17 -3.58 0.423
H -2.63 -2.42 -2.01 0.361
H -1.64 -2.79 -0.56 -0.014
H -1.55 -4.33 -2.65 0.455
H -0.40 -3.20 -3.51 0.250
H 0.47 -3.62 -0.61 -0.571
H 1.42 -4.26 -2.09 0.495
H -1.39 -5.84 -0.42 0.163
H -0.40 -1.69 0.73 -0.452
H 0.30 -0.12 1.16 -0.848
H -2.42 -1.21 2.28 0.287
H -1.96 0.63 2.35 0.003
H -0.86 -0.65 3.06 0.258
H -3.17 0.93 -1.29 0.695
H -2.94 1.17 0.50 0.283
H -3.32 -1.78 0.40 0.281
H -5.54 -1.87 -1.36 0.318
H -5.01 0.01 -1.96 0.299
H -2.25 3.10 -1.33 0.247
C -2.99 3.40 3.73 -0.201
C -3.43 4.79 4.09 0.104
N -3.78 5.88 4.38 -0.368
H -2.20 3.45 2.98 -0.128
H -2.60 2.89 4.61 0.324
H -3.83 2.83 3.33 0.262
```

Output
Net charge: +1
LUMO energy: -3.14 eV
HOMO energy: -0.40371 Ha